This record from the Open Molecules 2025 dataset describes a structure of composition C31H29N4O2PSZn. The level of theory is ωB97M-V with the def2-TZVPD basis set.

Properties
charge: 0
gap between HOMO and LUMO: 8.3 eV
highest occupied orbital energy: -7.843 eV
M: 618.030 Da
energy: -111215.6507 eV

Each line ends with the Mulliken charge.
CARTESIAN COORDINATES (ANGSTROEM)
1 Zn -0.814 0.068 0.047  -0.168
2 N -5.130 -5.453 -2.466  -0.518
3 C -4.606 -4.545 -1.573  1.125
4 C -4.263 -3.255 -1.997  -0.753
5 C -3.681 -2.365 -1.120  -0.552
6 C -3.432 -2.748 0.189  -0.235
7 C -3.782 -4.014 0.634  -0.574
8 C -4.375 -4.903 -0.240  -0.730
9 S -2.553 -1.657 1.254  1.711
10 O -2.808 -2.003 2.623  -0.703
11 O -2.879 -0.274 0.870  -0.728
12 N -0.993 -1.829 0.817  -0.368
13 C -0.143 -1.688 1.898  0.767
14 N 0.070 -2.685 2.759  -0.592
15 C 0.841 -2.420 3.801  -0.264
16 C 1.431 -1.178 4.011  -0.885
17 C 1.184 -0.219 3.051  -0.063
18 N 0.416 -0.463 1.994  -0.072
19 H -5.501 -5.101 -3.329  0.211
20 H -5.588 -6.269 -2.101  0.211
21 H -4.457 -2.962 -3.023  0.287
22 H -3.437 -1.358 -1.425  0.430
23 H -3.590 -4.284 1.664  0.467
24 H -4.662 -5.890 0.103  0.287
25 H 0.989 -3.237 4.499  0.433
26 H 2.053 -0.982 4.871  0.410
27 H 1.614 0.776 3.116  0.471
28 C 0.468 4.321 0.478  -1.378
29 C 1.937 4.227 0.169  0.963
30 C 2.775 5.297 0.466  -0.794
31 C 4.128 5.261 0.161  -0.680
32 C 4.667 4.139 -0.446  -0.839
33 C 3.852 3.056 -0.737  -0.651
34 C 2.491 3.089 -0.446  0.369
35 P 1.388 1.666 -0.784  1.603
36 C 2.563 0.321 -1.239  0.529
37 C 2.960 -0.413 -0.116  -0.662
38 C 3.787 -1.516 -0.213  -0.843
39 C 4.223 -1.921 -1.463  -0.676
40 C 3.860 -1.191 -2.581  -0.803
41 C 3.049 -0.059 -2.503  1.071
42 C 2.773 0.695 -3.775  -1.234
43 C 0.497 2.230 -2.270  0.872
44 C 0.835 3.405 -2.948  -0.502
45 C 0.076 3.860 -4.008  -0.792
46 C -1.068 3.159 -4.376  -0.767
47 C -1.424 2.012 -3.694  -0.925
48 C -0.645 1.504 -2.646  0.063
49 C -1.015 0.229 -1.982  -1.085
50 H 0.259 5.196 1.092  0.448
51 H 0.111 3.431 1.001  0.202
52 H -0.110 4.405 -0.445  0.247
53 H 2.355 6.172 0.948  0.399
54 H 4.759 6.106 0.405  0.387
55 H 5.720 4.108 -0.697  0.439
56 H 4.280 2.175 -1.200  0.429
57 H 2.597 -0.099 0.854  0.363
58 H 4.080 -2.061 0.676  0.430
59 H 4.846 -2.801 -1.563  0.393
60 H 4.225 -1.494 -3.556  0.396
61 H 3.397 0.307 -4.580  0.470
62 H 2.986 1.755 -3.659  0.239
63 H 1.728 0.603 -4.076  0.193
64 H 1.704 3.973 -2.639  0.388
65 H 0.368 4.754 -4.544  0.436
66 H -1.677 3.509 -5.201  0.375
67 H -2.329 1.484 -3.976  0.428
68 H -0.332 -0.568 -2.302  0.515
69 H -2.018 -0.059 -2.294  0.381



This record from the Open Molecules 2025 dataset describes a structure of composition C39H63GeN5P3SeTi. The level of theory is ωB97M-V with the def2-TZVPD basis set.

Properties
charge: 0
gap between HOMO and LUMO (alpha / beta): 4.9 / 6.7 eV
multiplicity: 4
highest occupied orbital energy (alpha / beta): -5.011 / -6.824 eV
M: 894.327 Da
energy: -221761.9655 eV

Each line ends with the Mulliken charge.
CARTESIAN COORDINATES (ANGSTROEM)
1 Ti 0.108 0.230 -1.587  0.630
2 C 3.410 -1.797 -3.041  -1.133
3 C 4.025 -0.778 -2.078  0.394
4 C 5.242 -1.407 -1.392  -1.846
5 P 2.716 -0.040 -0.959  0.740
6 C 2.997 -1.038 0.573  -3.101
7 N 1.949 -0.932 1.556  1.133
8 Ge 0.160 -0.237 1.100  0.470
9 N -1.033 -1.635 1.696  0.543
10 C -1.928 -2.228 0.728  -2.779
11 P -1.410 -2.046 -1.032  0.997
12 C -0.428 -3.590 -1.370  0.936
13 C -1.116 -4.947 -1.231  -1.662
14 C 0.829 -3.531 -0.504  -1.377
15 C -3.039 -2.287 -1.905  0.644
16 C -3.762 -0.939 -1.965  -1.482
17 C -3.998 -3.345 -1.352  -1.545
18 C -1.590 -1.440 2.948  0.487
19 C -2.782 -2.028 3.386  -0.741
20 C -3.321 -1.709 4.627  -0.861
21 C -2.706 -0.789 5.457  -1.086
22 C -1.511 -0.210 5.045  -0.462
23 C -0.953 -0.551 3.832  0.764
24 N 0.327 -0.013 3.403  1.384
25 C 1.446 -0.792 3.869  -0.679
26 C 1.688 -1.080 5.195  0.184
27 C 2.810 -1.821 5.554  -1.068
28 C 3.670 -2.264 4.562  -0.814
29 C 3.425 -1.992 3.222  -0.854
30 C 2.298 -1.251 2.845  0.556
31 C 0.436 1.421 3.538  -0.262
32 C 1.270 2.085 4.406  -0.280
33 C 1.259 3.484 4.422  -1.127
34 C 0.413 4.177 3.572  -0.739
35 C -0.410 3.512 2.671  -0.637
36 C -0.390 2.118 2.626  -0.038
37 N -1.046 1.296 1.745  0.554
38 C -2.052 1.706 0.948  -0.966
39 P -1.488 2.156 -2.746  0.493
40 C -1.313 2.358 -4.585  0.658
41 C -1.022 3.778 -5.059  -1.560
42 C -2.533 1.761 -5.288  -1.364
43 C -2.849 3.385 -2.372  0.905
44 C -2.406 4.541 -1.481  -1.654
45 C -4.100 2.698 -1.827  -1.428
46 C 3.427 1.622 -0.509  0.668
47 C 4.945 1.709 -0.365  -1.773
48 C 2.772 2.170 0.762  -0.808
49 H 4.196 -2.342 -3.570  0.492
50 H 2.791 -1.312 -3.794  0.136
51 H 2.802 -2.536 -2.511  0.089
52 H 4.368 0.075 -2.673  0.685
53 H 4.980 -2.357 -0.924  0.362
54 H 5.687 -0.772 -0.631  0.321
55 H 6.009 -1.620 -2.141  0.477
56 H 3.955 -0.710 1.000  1.085
57 H 3.161 -2.075 0.247  0.589
58 H -2.928 -1.766 0.780  0.832
59 H -2.086 -3.297 0.926  0.806
60 H -0.131 -3.481 -2.422  0.219
61 H -1.680 -5.030 -0.300  0.265
62 H -0.361 -5.736 -1.221  0.452
63 H -1.792 -5.152 -2.059  0.396
64 H 0.582 -3.618 0.557  0.285
65 H 1.341 -2.579 -0.634  -0.517
66 H 1.514 -4.341 -0.767  0.670
67 H -2.753 -2.571 -2.925  0.546
68 H -4.149 -0.662 -0.980  0.207
69 H -4.618 -0.999 -2.642  0.615
70 H -3.102 -0.139 -2.297  -0.094
71 H -4.216 -3.166 -0.297  0.229
72 H -3.634 -4.363 -1.452  0.317
73 H -4.949 -3.278 -1.884  0.485
74 H -3.303 -2.736 2.757  0.423
75 H -4.246 -2.182 4.934  0.392
76 H -3.144 -0.524 6.410  0.420
77 H -1.012 0.530 5.660  0.443
78 H 0.998 -0.730 5.953  0.471
79 H 3.003 -2.049 6.593  0.425
80 H 4.543 -2.846 4.830  0.393
81 H 4.098 -2.378 2.468  0.469
82 H 1.923 1.531 5.067  0.520
83 H 1.907 4.020 5.103  0.429
84 H 0.405 5.260 3.593  0.430
85 H -1.023 4.071 1.976  0.294
86 H -2.532 2.662 1.103  0.572
87 H -2.516 0.970 0.303  -0.243
88 H -0.435 1.746 -4.818  0.063
89 H -1.914 4.407 -5.009  0.311
90 H -0.692 3.774 -6.100  0.488
91 H -0.240 4.241 -4.456  0.330
92 H -3.438 2.326 -5.046  0.265
93 H -2.710 0.723 -4.991  0.263
94 H -2.413 1.794 -6.373  0.452
95 H -3.104 3.809 -3.348  0.347
96 H -2.073 4.175 -0.508  0.154
97 H -3.241 5.229 -1.329  0.486
98 H -1.576 5.091 -1.923  0.419
99 H -3.938 2.331 -0.813  0.156
100 H -4.404 1.851 -2.444  0.252
101 H -4.931 3.407 -1.801  0.497
102 H 3.127 2.257 -1.349  0.456
103 H 5.299 1.132 0.493  0.274
104 H 5.221 2.750 -0.182  0.487
105 H 5.484 1.379 -1.252  0.427
106 H 3.034 1.564 1.633  0.122
107 H 1.686 2.214 0.687  -0.557
108 H 3.128 3.186 0.948  0.647
109 Se 0.428 2.808 -1.878  -0.871
110 N 0.272 -0.750 -3.723  -0.564
111 H 0.907 -0.228 -4.320  0.315
112 H -0.627 -0.779 -4.196  0.193
113 H 0.629 -1.699 -3.683  0.184



This record from the Open Molecules 2025 dataset describes the molecule C4H3ClN2O. The level of theory is ωB97M-V with the def2-TZVPD basis set.

Properties
charge: 0
gap between HOMO and LUMO (alpha / beta): 6.6 / 6.4 eV
multiplicity: 3
highest occupied orbital energy (alpha / beta): -5.948 / -9.549 eV
M: 130.534 Da
energy: -21740.4889 eV

Each line ends with the Mulliken charge.
CARTESIAN COORDINATES (ANGSTROEM)
1 C 0.358 0.422 -0.774  -0.246
2 C -0.298 -1.066 0.906  0.036
3 C -0.541 1.473 -0.326  -0.121
4 C -0.336 2.686 -0.896  0.464
5 N 0.320 -0.762 -0.272  -0.465
6 N -0.443 -0.157 1.783  -0.360
7 O -0.130 3.653 -1.477  -0.290
8 Cl -0.947 -0.717 3.242  -0.078
9 H 1.006 0.727 -1.674  0.301
10 H -0.444 -2.169 0.942  0.414
11 H -1.410 1.482 0.303  0.345



This record from the Open Molecules 2025 dataset describes a structure of composition C13H19F3NOS. The level of theory is ωB97M-V with the def2-TZVPD basis set.

Properties
charge: +1
gap between HOMO and LUMO: 6.7 eV
highest occupied orbital energy: -10.330 eV
M: 294.362 Da
energy: -36302.5759 eV

Each line ends with the Mulliken charge.
CARTESIAN COORDINATES (ANGSTROEM)
1 C 0.793 0.699 -3.363  -0.819
2 N -0.167 0.133 -2.412  0.080
3 C -1.325 -0.558 -3.029  -0.918
4 C 0.022 0.191 -1.113  -0.250
5 C -0.757 -0.599 -0.201  0.749
6 C -1.099 -1.974 -0.423  -0.490
7 C -1.944 -2.638 0.443  -0.776
8 C -2.384 -2.007 1.610  0.254
9 C -3.321 -2.721 2.533  0.871
10 F -3.135 -2.349 3.835  -0.258
11 F -4.633 -2.450 2.229  -0.242
12 F -3.183 -4.080 2.485  -0.258
13 C -1.985 -0.708 1.904  -0.930
14 C -1.172 -0.019 1.022  -0.487
15 H 0.345 0.611 -4.358  0.293
16 H 0.983 1.753 -3.130  0.303
17 H 1.750 0.152 -3.374  0.317
18 H -1.431 -0.120 -4.021  0.346
19 H -1.149 -1.641 -3.142  0.339
20 H -2.240 -0.393 -2.438  0.347
21 H 1.156 0.529 -0.719  0.456
22 H -0.710 -2.506 -1.300  0.530
23 H -2.259 -3.653 0.216  0.453
24 H -2.317 -0.232 2.827  0.450
25 H -0.904 1.016 1.252  0.378
26 C 2.534 0.298 1.503  -1.103
27 S 1.910 1.934 1.192  1.269
28 C 3.346 2.998 1.250  -1.110
29 C 1.234 1.808 -0.422  -1.475
30 O 0.873 2.350 2.145  -0.662
31 H 3.216 -0.003 0.695  0.395
32 H 3.069 0.363 2.458  0.479
33 H 1.671 -0.376 1.568  0.319
34 H 3.961 2.941 0.344  0.369
35 H 2.997 4.023 1.414  0.386
36 H 3.938 2.677 2.114  0.424
37 H 2.005 2.143 -1.139  0.479
38 H 0.311 2.408 -0.458  0.492



This record from the Open Molecules 2025 dataset describes a structure of composition C4H5NO. The level of theory is ωB97M-V with the def2-TZVPD basis set.

Properties
charge: 0
gap between HOMO and LUMO: 9.3 eV
highest occupied orbital energy: -8.667 eV
M: 83.090 Da
energy: -7761.5816 eV

Each line ends with the Mulliken charge.
CARTESIAN COORDINATES (ANGSTROEM)
1 C 0.233 -0.672 -0.621  -0.148
2 C 1.217 -0.897 0.219  -0.414
3 C 0.362 0.957 1.157  -0.496
4 C -0.770 0.302 -0.258  -0.597
5 N 1.226 0.000 1.340  0.666
6 O 2.081 -0.057 2.220  -0.713
7 H 0.089 -1.055 -1.698  0.265
8 H 2.022 -1.546 0.068  0.450
9 H 0.042 1.589 1.929  0.354
10 H -0.888 1.119 -0.929  0.311
11 H -1.487 0.207 0.525  0.322



Q: Number 5 is which compound?
A: C4H5NO